(1)
The following is a quantum chemistry calculation of 2 unconnected molecules or ions with the total composition C4H11N3O2, from OMol25.

```
! wB97M-V def2-TZVPD RIJCOSX def2/J DEFGRID3
* xyz 0 1
H -0.33 1.78 -1.82
N -0.28 0.79 -1.66
C 0.84 0.06 -1.72
N 2.04 0.76 -1.51
N 0.98 -1.26 -1.50
C -0.07 -2.25 -0.98
H 2.87 0.25 -1.26
H 2.26 1.46 -2.21
H 1.45 -1.60 -2.33
H -0.80 -2.48 -1.75
H -0.58 -1.74 -0.15
H 0.50 -3.20 -0.77
C -0.66 1.36 2.76
C -1.78 0.56 2.22
O -2.67 0.15 2.94
O -1.62 0.11 0.99
H -0.19 1.99 1.97
H 0.04 0.54 2.93
H -0.89 2.12 3.49
H -1.12 0.62 0.35
*
```

Properties
- HOMO-LUMO gap (eV) = 9.56
- lowest unoccupied orbital energy (eV) = 0.5
- energy above the lowest of the compared OMol25 structures with the same formula, charge and spin (kJ/mol) = 200.0
- maximum force (eV/Å) = 6.50
- HOMO level (eV) = -9.013

=====

(2)
The following is a quantum chemistry calculation of a single C19H25N3O2S molecule, from OMol25.

```
! wB97M-V def2-TZVPD RIJCOSX def2/J DEFGRID3
* xyz 0 1
C 1.10 1.81 -3.67
C 1.00 2.56 -2.40
O 1.94 3.48 -2.07
C 1.56 3.96 -0.87
C 2.34 4.97 -0.21
C 3.49 5.57 -0.66
C 3.98 6.52 0.25
C 3.21 6.63 1.36
S 1.85 5.57 1.33
N 0.47 3.41 -0.42
C 0.09 2.52 -1.38
C -1.14 1.68 -1.25
N -0.84 0.29 -1.56
C -2.02 -0.54 -1.75
C -2.76 -0.87 -0.45
C -1.82 -1.49 0.60
C -1.43 -2.92 0.23
O -1.39 -3.34 -0.91
N -1.10 -3.73 1.27
C -1.12 -3.45 2.69
C -0.81 -4.80 3.34
C 0.04 -5.50 2.29
C -0.63 -5.08 1.00
C -0.55 -0.64 0.74
C 0.07 -0.35 -0.63
H 0.44 0.94 -3.61
H 2.12 1.48 -3.84
H 0.80 2.43 -4.51
H 3.94 5.33 -1.60
H 4.87 7.10 0.08
H 3.35 7.28 2.21
H -1.89 2.03 -1.97
H -1.54 1.84 -0.24
H -2.70 -0.04 -2.44
H -1.68 -1.47 -2.20
H -3.57 -1.56 -0.67
H -3.19 0.04 -0.03
H -2.34 -1.51 1.56
H -0.36 -2.71 2.95
H -2.10 -3.07 3.01
H -1.73 -5.36 3.51
H -0.30 -4.68 4.30
H 1.07 -5.12 2.32
H 0.06 -6.58 2.42
H -1.49 -5.73 0.76
H 0.03 -5.07 0.13
H 0.19 -1.14 1.36
H -0.81 0.31 1.23
H 0.95 0.29 -0.51
H 0.38 -1.29 -1.09
*
```

Properties
- HOMO-LUMO gap (eV) = 8.37
- lowest unoccupied orbital energy (eV) = 0.6
- energy above the lowest of the compared OMol25 structures with the same formula, charge and spin (kJ/mol) = 130.8
- maximum force (eV/Å) = 1.23
- HOMO level (eV) = -7.742

=====

(3)
The following is a quantum chemistry calculation of a single C4H6S4 molecule, from OMol25.

```
! wB97M-V def2-TZVPD RIJCOSX def2/J DEFGRID3
* xyz 0 1
C 0.88 -0.41 2.29
S 1.92 -0.05 0.90
C 0.76 -0.29 -0.51
S -0.08 -1.90 -0.60
C -1.60 -1.35 0.20
S -1.86 0.40 -0.11
C -0.23 0.83 -0.63
S 0.13 2.31 -1.16
H 0.01 0.25 2.37
H 0.57 -1.47 2.33
H 1.49 -0.25 3.17
H 1.42 -0.21 -1.42
H -2.42 -1.90 -0.28
H -1.70 -1.45 1.34
*
```

Properties
- HOMO-LUMO gap (eV) = 8.33
- lowest unoccupied orbital energy (eV) = -0.4
- energy above the lowest of the compared OMol25 structures with the same formula, charge and spin (kJ/mol) = 15.0
- maximum force (eV/Å) = 1.96
- HOMO level (eV) = -8.773

=====

(4)
The following is a quantum chemistry calculation of 16 unconnected molecules or ions with the total composition C24H86N6O16, from OMol25.

```
! wB97M-V def2-TZVPD RIJCOSX def2/J DEFGRID3
* xyz 0 1
C 0.74 4.45 -0.14
C -0.66 4.78 -0.69
C -0.63 5.92 -1.74
O -0.42 7.17 -1.12
C -0.54 8.32 -1.95
N -1.26 3.53 -1.15
H 1.36 4.12 -0.97
H 0.63 3.65 0.59
H 1.15 5.35 0.33
H -1.23 5.25 0.10
H -1.60 6.00 -2.23
H 0.11 5.65 -2.50
H -0.20 9.23 -1.46
H -1.53 8.42 -2.38
H 0.16 8.29 -2.78
H -1.85 3.71 -1.95
H -1.90 3.11 -0.50
C 4.32 -2.02 -3.44
C 3.48 -0.74 -3.30
C 1.99 -1.04 -3.57
O 1.79 -1.37 -5.00
C 0.45 -1.67 -5.37
N 3.67 -0.12 -2.02
H 4.25 -2.73 -2.61
H 5.36 -1.72 -3.47
H 4.12 -2.54 -4.37
H 3.87 -0.03 -4.03
H 1.38 -0.23 -3.18
H 1.74 -1.90 -2.95
H 0.50 -2.10 -6.37
H -0.11 -0.74 -5.39
H 0.03 -2.39 -4.67
H 3.33 -0.74 -1.30
H 2.92 0.55 -2.02
C -2.42 2.97 3.12
C -3.26 2.15 4.04
C -2.96 2.40 5.54
O -1.73 1.72 5.87
C -1.36 2.05 7.20
N -4.67 2.28 3.80
H -2.74 2.82 2.09
H -1.37 2.68 3.14
H -2.69 3.99 3.38
H -3.08 1.10 3.81
H -3.69 1.95 6.21
H -2.97 3.47 5.75
H -0.97 3.07 7.17
H -0.56 1.37 7.49
H -2.20 2.05 7.89
H -4.86 2.46 2.83
H -4.97 3.17 4.16
C 4.08 6.01 3.74
C 4.61 4.74 3.10
C 3.58 4.09 2.08
O 4.03 2.74 1.83
C 3.21 1.98 0.94
N 5.88 5.17 2.47
H 4.84 6.52 4.35
H 3.30 5.71 4.44
H 3.74 6.70 2.97
H 4.92 4.00 3.83
H 3.55 4.65 1.14
H 2.57 3.94 2.45
H 3.15 2.42 -0.05
H 2.21 1.80 1.32
H 3.73 1.03 0.91
H 5.78 6.09 2.07
H 6.58 5.39 3.16
C -2.10 -2.12 -2.77
C -1.59 -2.12 -1.26
C -1.69 -0.68 -0.63
O -0.85 -0.74 0.57
C -0.88 0.39 1.40
N -2.36 -3.15 -0.61
H -1.87 -3.07 -3.24
H -1.58 -1.36 -3.36
H -3.15 -1.86 -2.81
H -0.54 -2.43 -1.20
H -2.74 -0.43 -0.49
H -1.16 -0.04 -1.33
H -0.14 1.15 1.18
H -0.66 0.08 2.42
H -1.87 0.83 1.47
H -1.96 -3.36 0.29
H -3.20 -2.67 -0.32
C 0.72 -6.73 0.05
C 1.67 -5.54 -0.19
C 1.51 -4.89 -1.59
O 1.74 -5.83 -2.62
C 2.10 -5.18 -3.87
N 1.21 -4.56 0.84
H 0.85 -7.07 1.08
H 0.94 -7.51 -0.69
H -0.31 -6.44 -0.12
H 2.73 -5.78 -0.12
H 2.18 -4.04 -1.69
H 0.53 -4.42 -1.65
H 3.02 -4.61 -3.89
H 1.33 -4.61 -4.39
H 2.30 -5.97 -4.59
H 1.44 -3.68 0.40
H 0.20 -4.64 0.86
O -5.05 -2.16 1.72
H -5.23 -1.55 2.43
H -4.96 -3.01 2.15
O -4.18 0.43 -4.65
H -4.36 -0.40 -5.10
H -4.94 0.97 -4.86
O 1.12 1.80 -1.58
H 1.23 2.13 -2.48
H 0.44 2.36 -1.21
O 1.72 -1.71 2.97
H 2.01 -1.35 3.81
H 0.85 -2.07 3.15
O -5.35 -4.25 -1.25
H -4.40 -4.15 -1.35
H -5.68 -3.36 -1.16
O -2.92 -5.45 -2.40
H -2.75 -4.74 -1.78
H -2.78 -6.25 -1.89
O -2.16 -5.67 -5.00
H -2.67 -5.41 -4.24
H -1.46 -6.23 -4.65
O 1.81 -1.51 0.17
H 1.92 -1.61 1.11
H 0.96 -1.09 0.06
O -0.72 -2.47 3.77
H -1.15 -3.15 3.26
H -1.42 -2.09 4.30
O -1.45 -4.63 2.25
H -0.80 -5.15 2.72
H -2.12 -5.26 1.99
*
```

Properties
- HOMO-LUMO gap (eV) = 8.41
- lowest unoccupied orbital energy (eV) = -0.2
- energy above the lowest of the compared OMol25 structures with the same formula, charge and spin (kJ/mol) = 273.5
- maximum force (eV/Å) = 2.74
- HOMO level (eV) = -8.656

=====

(5)
The following is a quantum chemistry calculation of 3 unconnected molecules or ions with the total composition C28H50ClN4O10PS, from OMol25.

```
! wB97M-V def2-TZVPD RIJCOSX def2/J DEFGRID3
* xyz 0 1
C -6.07 -4.33 6.44
C -5.56 -4.07 5.07
O -5.12 -3.01 4.74
O -5.66 -5.11 4.24
C -4.72 -5.12 3.15
C -5.02 -6.30 2.25
C -3.76 -6.65 1.44
C -2.83 -7.54 2.27
C -1.36 -7.53 1.87
C -0.75 -6.13 1.65
C -0.13 -6.02 0.26
C 0.60 -4.72 -0.05
C -0.29 -3.49 0.00
N -0.33 -2.91 1.33
O -1.67 -3.81 -0.37
S -2.41 -2.45 -0.82
O -3.12 -1.85 0.26
O -3.08 -2.74 -2.03
O -1.09 -1.58 -1.03
C 0.07 -2.44 -1.07
C 1.36 -1.73 -0.73
C 1.39 -0.26 -1.25
C 1.65 0.75 -0.14
N 2.26 1.98 -0.68
C 1.44 3.16 -0.38
C 2.02 4.45 -0.88
C 1.22 5.31 -1.64
C 1.71 6.54 -2.09
C 3.01 6.92 -1.79
C 3.84 6.07 -1.05
C 3.33 4.85 -0.60
O 4.16 4.01 0.15
P 0.06 -3.20 -2.82
O 1.68 -3.38 -2.98
Cl -0.29 -1.48 -3.92
H -5.51 -3.73 7.15
H -5.97 -5.38 6.72
H -7.10 -4.02 6.51
H -4.77 -4.20 2.59
H -3.72 -5.21 3.57
H -5.31 -7.13 2.88
H -5.85 -6.05 1.60
H -3.29 -5.71 1.16
H -4.09 -7.15 0.54
H -2.96 -7.34 3.33
H -3.19 -8.56 2.13
H -0.80 -8.00 2.68
H -1.19 -8.17 1.00
H 0.06 -5.99 2.36
H -1.47 -5.34 1.83
H -0.86 -6.25 -0.51
H 0.61 -6.82 0.20
H 1.44 -4.58 0.63
H 1.03 -4.80 -1.04
H -1.28 -2.81 1.67
H 0.20 -3.45 1.99
H 2.21 -2.25 -1.15
H 1.51 -1.70 0.34
H 2.20 -0.17 -1.96
H 0.48 -0.02 -1.79
H 0.72 0.99 0.37
H 2.33 0.31 0.59
H 3.14 2.11 -0.19
H 1.31 3.26 0.71
H 0.45 3.02 -0.79
H 0.21 5.02 -1.87
H 1.07 7.20 -2.66
H 3.40 7.87 -2.12
H 4.86 6.35 -0.85
H 4.42 4.50 0.93
H 1.90 -3.40 -3.92
C -4.42 3.27 -2.89
N -3.01 3.05 -2.61
C -2.46 2.11 -1.79
C -3.39 1.17 -1.08
O -1.25 2.05 -1.66
H -4.61 3.15 -3.96
H -4.71 4.28 -2.60
H -5.04 2.56 -2.35
H -2.34 3.64 -3.06
H -2.80 0.49 -0.47
H -4.07 1.71 -0.42
H -3.98 0.58 -1.79
C 7.29 10.49 -0.43
N 6.77 9.20 -0.84
C 7.09 8.47 -1.94
C 8.13 9.04 -2.87
O 6.56 7.39 -2.15
H 7.76 10.41 0.55
H 6.48 11.22 -0.37
H 8.03 10.85 -1.14
H 6.07 8.77 -0.25
H 8.27 8.35 -3.69
H 7.80 10.00 -3.28
H 9.08 9.18 -2.36
*
```

Properties
- HOMO-LUMO gap (eV) = 8.62
- lowest unoccupied orbital energy (eV) = 0.6
- maximum force (eV/Å) = 1.59
- HOMO level (eV) = -7.980

=====

(6)
The following is a quantum chemistry calculation of a molecular structure, C29H36Br51N2O3, from OMol25.

```
! wB97M-V def2-TZVPD RIJCOSX def2/J DEFGRID3
* xyz 1 1
C -2.04 -2.25 0.00
C -1.29 -1.66 1.33
C 0.07 -0.76 0.99
N 0.15 0.12 -0.26
C 1.38 0.97 -0.61
C 2.68 1.00 0.39
C 2.64 0.11 1.77
C 3.93 0.16 2.83
O 4.67 -0.94 2.96
O 4.09 1.42 3.57
C 5.48 1.71 3.92
C 5.94 3.27 3.83
O 6.97 3.41 2.75
C 4.76 4.39 3.71
N 5.10 5.26 2.48
C 1.31 -0.84 2.11
C 1.22 -1.81 3.47
H -3.20 -2.38 0.25
H -1.99 -1.56 -0.94
H -1.60 -3.33 -0.20
H -2.05 -0.92 1.89
H -1.09 -2.54 2.08
H -0.66 0.17 -0.94
H 1.44 1.65 -1.58
H 3.65 1.63 0.17
H 6.28 1.08 3.30
H 5.64 1.36 5.05
H 6.54 3.51 4.84
H 7.83 3.73 3.17
H 4.76 5.08 4.66
H 3.68 3.99 3.52
H 4.26 5.84 2.21
H 5.81 5.98 2.80
H 2.24 -1.75 4.04
H 1.09 -2.93 3.09
H 0.28 -1.58 4.13
C 0.01 2.64 2.90
Br -0.37 1.04 1.87
Br 1.47 3.67 2.13
Br -1.58 3.73 3.16
H 0.34 2.32 3.89
C -2.87 -3.14 -4.28
Br -1.94 -3.61 -5.92
Br -3.44 -4.72 -3.29
Br -1.82 -1.93 -3.18
H -3.78 -2.60 -4.57
C -5.40 -0.96 3.22
Br -6.85 0.26 3.66
Br -5.82 -2.05 1.67
Br -3.70 -0.03 3.01
H -5.29 -1.65 4.07
C -2.64 -8.32 -0.95
Br -2.77 -8.98 -2.78
Br -1.03 -7.25 -0.69
Br -4.24 -7.37 -0.41
H -2.55 -9.20 -0.30
C 2.52 -3.44 -7.18
Br 2.14 -1.53 -7.12
Br 2.72 -4.19 -5.40
Br 1.21 -4.41 -8.24
H 3.49 -3.55 -7.69
C -10.35 0.37 0.89
Br -10.93 2.23 0.99
Br -8.57 0.21 0.13
Br -10.48 -0.52 2.62
H -11.04 -0.14 0.22
C -2.15 -1.41 -9.49
Br -1.08 -2.47 -10.72
Br -1.31 0.30 -9.08
Br -3.98 -1.18 -10.13
H -2.21 -1.97 -8.55
C 5.65 -3.12 -2.89
Br 5.08 -1.26 -2.80
Br 7.43 -3.28 -3.66
Br 5.52 -4.01 -1.17
H 4.96 -3.63 -3.57
C -5.01 5.24 4.48
Br -5.89 6.65 3.48
Br -4.75 5.73 6.34
Br -5.95 3.54 4.31
H -4.02 5.10 4.04
C 1.36 -4.22 7.09
Br 0.97 -5.83 6.07
Br 2.82 -3.20 6.32
Br -0.23 -3.13 7.36
H 1.69 -4.55 8.09
C -7.88 -3.82 -2.04
Br -6.26 -2.74 -2.13
Br -8.02 -4.78 -0.35
Br -9.47 -2.76 -2.41
H -7.81 -4.57 -2.83
C 2.36 2.86 -5.05
Br 1.98 4.77 -4.99
Br 2.56 2.11 -3.27
Br 1.05 1.89 -6.11
H 3.33 2.75 -5.56
C -7.01 -9.78 -2.17
Br -7.39 -7.88 -2.11
Br -6.81 -10.54 -0.39
Br -8.32 -10.75 -3.23
H -6.04 -9.90 -2.68
C 5.83 8.15 5.59
Br 4.19 7.10 5.65
Br 7.41 7.02 5.65
Br 5.85 9.36 4.07
H 5.84 8.76 6.50
C 4.73 2.67 -9.09
Br 4.34 4.58 -9.03
Br 4.92 1.92 -7.31
Br 3.41 1.70 -10.14
H 5.69 2.56 -9.59
C 6.77 7.95 9.76
Br 8.18 6.61 9.74
Br 7.33 9.60 8.90
Br 5.11 7.27 9.01
H 6.57 8.19 10.81
C -3.45 1.78 -6.08
Br -4.12 -0.03 -5.84
Br -4.82 2.97 -6.79
Br -2.67 2.48 -4.44
H -2.65 1.73 -6.82
*
```

Properties
- HOMO-LUMO gap (eV) = 6.18
- lowest unoccupied orbital energy (eV) = -4.6
- maximum force (eV/Å) = 8.55
- HOMO level (eV) = -10.764